C5H13NO4P | the ωB97M-V functional and the def2-TZVPD basis

The geometry in XYZ format:
```
24
C5H13NO4P (the ωB97M-V functional and the def2-TZVPD basis)
C 1.702 -2.109 -0.394
C -0.287 3.335 1.053
C 1.281 -0.758 0.151
C 0.299 2.248 0.782
C -0.290 -0.156 -1.704
N -0.020 -0.388 -0.312
O -1.024 -0.787 1.956
O -2.606 -0.509 -0.094
O -1.138 -2.697 0.230
O -1.203 0.907 -1.861
P -1.365 -1.223 0.359
H 1.023 -2.795 0.151
H 1.769 -2.041 -1.485
H 2.747 -2.556 -0.097
H -1.904 -0.474 2.247
H -0.264 3.727 1.999
H -0.934 3.761 0.288
H 1.961 -0.001 -0.244
H 1.148 -0.912 1.318
H 0.815 1.540 1.443
H 0.394 1.945 -0.326
H -0.834 -0.958 -2.059
H 0.681 0.146 -2.164
H -1.951 0.756 -1.237
```

Calculated values
* energy above the lowest of the compared OMol25 structures with the same formula, charge and spin: 78.8 kJ/mol
* total charge: -1
* DFT total energy: -895.478114 Eh
* HOMO level: -4.60 eV
* orbital gap: 8.32 eV
* multiplicity: 1
* LUMO energy: 3.7 eV
* strongest force on any atom: 0.12223 hartree/bohr

Which charges does Löwdin predict for the atoms? In e, they are: C -0.130; C -0.102; C -0.329; C -0.102; C -0.318; N -0.256; O -0.218; O -0.336; O -0.348; O -0.108; P 0.290; H 0.054; H 0.062; H 0.086; H 0.050; H 0.008; H 0.057; H 0.098; H 0.139; H 0.057; H 0.075; H 0.085; H 0.137; H 0.050